# 1
Formula: C37H27N6O6RhS2
Source: the Open Molecules 2025 dataset
Level of theory: ωB97M-V/def2-TZVPD

Multiplicity   5
Expectation value of S²   6.049
HOMO level (alpha / beta)   -5.526 / -8.080 eV
Total energy   -3113.1016 Ha
Frontier orbital gap (alpha / beta)   5.026 / 4.711 eV
Lowest unoccupied orbital energy (alpha / beta)   -0.500 / -3.368 eV
Total charge   0
Largest force on an atom   1.8 eV/Å

Structure (XYZ):
```
79
Properties=species:S:1:pos:R:3:forces:R:3
Rh -0.917621 -1.212062 -0.008255 0.2 -0.2 0.0
O -5.656306 3.663427 -0.481511 -0.2 0.0 -0.7
C -5.219196 3.294166 0.611060 0.8 -0.1 1.7
O -5.336297 3.608893 1.784248 -0.2 0.0 -0.5
C -4.162766 2.108072 0.390490 -0.2 0.0 -0.7
C -3.895837 1.264796 1.502121 -0.1 0.0 0.2
C -2.904567 0.336813 1.345649 0.1 0.1 -0.3
N -2.220677 0.225975 0.180374 -0.2 0.2 0.3
C -2.520086 0.984608 -0.926068 0.0 0.0 0.0
C -3.515919 1.959107 -0.814573 0.0 0.0 0.1
C -1.735944 0.655168 -2.077191 0.1 -0.1 0.0
C -1.802461 1.336610 -3.306616 0.0 0.0 0.0
C -1.010663 0.940433 -4.351242 0.1 -0.1 0.0
C -0.143452 -0.153527 -4.188552 -0.1 0.1 0.0
C -0.118975 -0.785651 -2.969414 0.0 0.1 0.1
N -0.866533 -0.399782 -1.928136 -0.1 0.0 0.0
C -2.417304 -0.600003 2.378859 0.1 -0.1 0.1
C -2.848627 -0.584857 3.696138 0.0 0.0 -0.1
C -2.293091 -1.471488 4.600561 0.1 0.0 0.0
C -1.308710 -2.347798 4.170790 -0.1 0.1 0.0
C -0.917739 -2.316289 2.845456 -0.1 0.0 0.0
N -1.462886 -1.471786 1.965885 -0.1 0.1 0.2
H -4.430384 1.400239 2.427861 0.0 0.0 0.0
H -3.777040 2.596248 -1.644445 0.0 0.0 -0.1
H -2.480835 2.169808 -3.415459 0.0 0.0 0.0
H -1.064763 1.460559 -5.298105 0.0 0.0 0.0
H 0.478920 -0.511810 -4.994785 0.0 0.0 0.0
H 0.517235 -1.640550 -2.788897 0.0 0.0 0.0
H -3.602943 0.123389 4.004221 0.0 0.0 0.0
H -2.616826 -1.469034 5.632139 0.0 0.0 0.0
H -0.835237 -3.043351 4.847259 0.0 0.0 0.0
H -0.130641 -2.949073 2.462741 0.0 0.0 0.0
C 3.256393 2.698213 -3.187477 0.0 0.0 0.0
C 3.096119 1.354891 -2.559561 -0.1 -0.1 0.1
C 3.585661 0.182153 -3.062683 0.0 0.0 0.1
C 3.334598 -0.996302 -2.334598 0.0 0.0 0.1
N 2.628843 -1.011815 -1.212277 0.1 -0.1 0.0
C 2.137458 0.135609 -0.735300 0.0 0.1 0.0
S 1.185849 0.230763 0.677442 0.0 0.1 -0.1
N 2.405324 1.294652 -1.401772 0.1 -0.1 -0.2
C 3.832185 -2.316188 -2.829768 -0.1 0.0 0.0
H 3.745234 2.612754 -4.153383 0.0 0.0 0.0
H 3.855201 3.345478 -2.545389 0.0 0.0 0.0
H 2.281838 3.169119 -3.320454 0.0 0.0 0.0
H 4.144945 0.168193 -3.984821 0.0 0.0 0.0
H 1.983988 2.137347 -0.995874 0.0 0.1 0.1
H 4.657961 -2.201429 -3.528236 0.0 0.0 0.0
H 3.017571 -2.838416 -3.338766 0.0 0.0 0.0
H 4.130123 -2.936253 -1.988405 0.0 0.0 0.0
O -1.653952 5.598815 5.886072 0.0 0.0 0.0
C -0.415320 5.242659 5.477498 0.0 0.0 0.0
O 0.528070 5.423677 6.194317 0.0 0.0 0.0
C -0.303020 4.635391 4.114079 0.0 0.0 0.0
C 0.956179 4.634163 3.515103 -0.1 0.0 0.0
C 1.127869 4.101377 2.253911 0.0 0.0 0.0
C 0.043826 3.543463 1.566241 0.1 0.0 0.0
S 0.210272 2.896810 -0.039795 -0.1 0.0 0.0
C -1.209931 3.526356 2.180970 0.0 0.0 -0.1
C -1.381929 4.071059 3.438593 0.0 0.0 0.1
H -2.288092 5.503987 5.163951 0.0 0.0 0.1
H 1.787113 5.061437 4.058782 0.0 0.0 0.0
H 2.102761 4.108166 1.786056 0.0 0.0 0.0
H -2.047950 3.096199 1.655122 -0.1 0.0 0.0
H -2.367818 4.019968 3.885512 0.0 0.0 0.0
O 1.663677 -3.238356 1.501017 0.2 0.1 0.1
C 1.224681 -3.562756 0.417730 -0.3 0.0 -0.2
N 0.179977 -2.973277 -0.259418 -0.1 0.0 -0.3
C -0.131565 -3.715701 -1.379057 0.2 -0.1 0.2
O -1.045537 -3.490652 -2.146353 -0.1 0.0 -0.1
C 0.857792 -4.840517 -1.485557 0.1 0.0 0.0
C 1.030876 -5.820960 -2.439288 0.0 0.0 0.0
C 2.080902 -6.716504 -2.247353 0.0 0.0 0.0
C 2.907516 -6.627749 -1.129198 0.0 0.0 0.0
C 2.714686 -5.637301 -0.168945 0.0 0.0 0.0
C 1.684463 -4.747088 -0.382298 0.1 0.0 -0.1
H 0.374479 -5.889432 -3.296490 0.0 0.0 0.0
H 2.254447 -7.499479 -2.972933 0.0 0.0 0.0
H 3.709040 -7.343566 -1.005857 0.0 0.0 0.0
H 3.345370 -5.560209 0.706305 0.0 0.0 0.0
```
Forces are in eV/Å.

---

# 2
Formula: C37H29Br2PZr
Source: the Open Molecules 2025 dataset
Level of theory: ωB97M-V/def2-TZVPD

HOMO level   -13.442 eV
Total energy   -6963.2214 Ha
Frontier orbital gap   5.933 eV
Lowest unoccupied orbital energy   -7.510 eV
Total charge   +2
Largest force on an atom   1.4 eV/Å

Structure (XYZ):
```
70
Properties=species:S:1:pos:R:3:forces:R:3
Zr -0.210426 0.094471 1.532192 0.8 0.8 0.9
Br 0.167731 1.683553 3.427026 0.0 -0.2 -0.1
C 1.863918 -0.615103 1.158357 0.3 0.1 -0.5
Br 1.991242 1.115946 0.171705 -0.2 -0.1 0.0
H 2.228871 -1.362314 0.457991 -0.1 -0.1 0.0
H 2.555956 -0.518495 1.990994 0.0 0.0 0.1
C -4.033011 -5.723744 -0.384825 0.0 0.0 0.0
C -3.432922 -5.023168 -1.421783 0.0 0.0 0.0
C -2.800253 -3.815991 -1.163381 0.0 0.0 0.0
C -2.780741 -3.303542 0.134606 0.4 -0.1 -0.2
C -3.383379 -4.008839 1.175410 0.0 0.0 0.0
C -4.010096 -5.217326 0.909211 0.0 0.0 0.0
P -1.976878 -1.696482 0.378613 -0.8 -0.1 0.6
C -1.555279 -1.793100 2.195115 -0.1 -0.1 -0.1
C -2.220223 -1.087075 3.205875 -0.1 -0.1 0.0
C -1.717223 -1.095035 4.507042 0.0 0.0 0.0
C -0.531326 -1.750699 4.799066 0.0 0.0 0.0
C 0.153632 -2.437768 3.800612 -0.1 0.0 0.0
C -0.350394 -2.460454 2.504207 -0.2 -0.1 0.1
C -3.318175 -0.469099 0.339856 0.1 0.0 -0.2
C -4.637943 -0.843252 0.282220 0.0 0.0 0.0
C -5.651579 0.120779 0.113835 0.0 0.0 0.0
C -5.321242 1.436361 -0.031484 0.0 0.1 0.0
C -3.970989 1.859998 0.021071 0.0 0.0 0.0
C -3.626554 3.223929 -0.134218 -0.1 0.0 0.0
C -2.324846 3.624575 -0.060264 0.1 0.1 0.0
C -1.309006 2.681089 0.198970 -0.1 -0.1 -0.1
C -1.576231 1.329766 0.340319 -0.2 0.1 -0.1
C -2.942681 0.908343 0.232241 0.0 -0.1 0.0
H -4.519550 -6.669871 -0.584580 0.0 0.0 0.0
H -3.454823 -5.417747 -2.429681 0.0 0.0 0.0
H -2.333997 -3.263944 -1.972348 0.0 0.0 0.0
H -3.373106 -3.621692 2.186092 0.0 0.0 0.0
H -4.482982 -5.765947 1.713756 0.0 0.0 0.0
H -3.153965 -0.584349 2.985213 0.0 0.1 -0.1
H -2.253873 -0.575178 5.289861 0.0 0.0 0.0
H -0.136404 -1.729260 5.806527 0.0 0.0 0.0
H 1.060995 -2.978186 4.036342 0.0 0.0 0.0
H 0.123764 -3.068009 1.742792 0.2 0.1 0.0
H -4.912273 -1.888095 0.352387 0.0 0.0 0.0
H -6.686571 -0.192064 0.076551 0.0 0.0 0.0
H -6.092161 2.181917 -0.188646 0.0 0.0 0.0
H -4.416105 3.946145 -0.308235 0.0 0.0 0.0
H -2.065040 4.669317 -0.177485 0.0 0.0 0.0
H -0.295027 3.052799 0.291645 0.0 0.0 0.0
C -2.860819 2.032098 -5.912525 0.0 0.0 0.0
C -2.280919 0.767696 -5.946618 0.0 0.0 0.0
C -1.514847 0.329990 -4.882340 0.0 0.0 0.0
C -1.334657 1.159417 -3.775016 0.0 -0.3 -0.1
C -1.931086 2.414095 -3.729615 -0.1 0.0 0.0
C -2.689837 2.850020 -4.805366 0.0 0.0 0.0
C -0.462469 0.770197 -2.645360 -0.2 0.4 0.0
C 0.454806 -0.121814 -2.600660 -0.1 -0.3 -0.3
C 1.423334 -1.086302 -2.681359 0.0 0.1 0.0
C 2.610237 -0.794195 -3.403742 0.1 0.1 0.0
C 3.530153 -1.790330 -3.627551 0.1 0.0 0.0
C 3.314574 -3.058960 -3.090203 0.0 0.0 0.0
C 2.172782 -3.353130 -2.334726 0.0 0.0 0.0
C 1.220231 -2.385325 -2.143219 -0.1 0.0 -0.1
H -3.448751 2.378658 -6.752203 0.0 0.0 0.0
H -2.425192 0.126746 -6.806163 0.0 0.0 0.0
H -1.062675 -0.656001 -4.905740 0.0 0.0 0.0
H -1.796336 3.050507 -2.862689 0.0 0.0 0.0
H -3.145712 3.830630 -4.775460 0.0 0.0 0.0
H -0.624359 1.358250 -1.730253 0.3 -0.1 0.0
H 2.762327 0.206551 -3.788716 0.0 0.0 0.0
H 4.418966 -1.589617 -4.209343 0.0 0.0 0.0
H 4.049326 -3.836882 -3.258394 0.0 0.0 0.0
H 2.039566 -4.343221 -1.920228 0.0 0.0 0.0
H 0.314022 -2.585640 -1.585879 0.0 0.0 0.0
```
Forces are in eV/Å.

---

# 3
Formula: C37H30Cl2O4S2Y
Source: the Open Molecules 2025 dataset
Level of theory: ωB97M-V/def2-TZVPD

HOMO level   -11.005 eV
Total energy   -3483.8894 Ha
Frontier orbital gap   8.119 eV
Lowest unoccupied orbital energy   -2.886 eV
Total charge   +1
Largest force on an atom   0.6 eV/Å

Structure (XYZ):
```
76
Properties=species:S:1:pos:R:3:forces:R:3
Y -2.263965 -2.036539 1.655127 0.0 0.2 -0.6
C 6.285392 -0.197872 0.997863 0.0 0.0 0.0
C 4.888496 -0.683120 0.735720 0.0 0.0 0.0
C 3.816796 -0.185820 1.473181 0.0 0.0 0.0
C 2.523092 -0.619910 1.239227 0.0 0.0 0.0
C 2.307097 -1.563559 0.250997 0.0 0.0 0.0
C 3.355856 -2.101309 -0.481414 0.0 0.0 0.0
C 4.640844 -1.650580 -0.237585 0.0 0.0 0.0
S 0.684519 -2.165792 -0.123610 0.0 0.1 0.0
O -0.207239 -1.566403 0.983450 0.0 -0.1 0.1
C 0.249795 -1.354305 -1.642325 0.0 0.0 0.0
C -0.122767 -2.280173 -2.641697 0.0 0.0 0.0
C -0.515361 -1.835656 -3.868124 0.0 0.0 0.0
C -0.586609 -0.451788 -4.137554 0.0 0.0 0.1
C -1.016035 0.027806 -5.399507 0.0 0.0 0.0
C -1.095990 1.366018 -5.641544 0.0 0.0 0.0
C -0.755044 2.294360 -4.632016 0.0 0.0 0.0
C -0.336615 1.867359 -3.408347 0.0 0.0 0.0
C -0.233509 0.478902 -3.123809 0.0 0.0 -0.1
C 0.210283 0.007033 -1.855420 0.1 0.0 0.0
C 0.638851 1.026776 -0.848483 0.0 0.0 0.0
C 1.956533 1.570130 -0.924063 0.0 0.0 0.0
C 2.907085 1.106378 -1.864843 0.1 0.0 0.0
C 4.167907 1.631136 -1.893805 0.0 0.0 0.0
C 4.542456 2.646823 -0.990197 0.0 0.0 0.0
C 3.643253 3.118818 -0.077078 0.0 0.0 0.0
C 2.330331 2.595302 -0.021371 0.0 0.0 0.0
C 1.384223 3.083709 0.915634 0.0 0.0 0.0
C 0.122668 2.574699 0.960892 0.0 0.0 0.0
C -0.240724 1.535670 0.074611 0.0 -0.1 0.0
S -1.908004 0.883396 -0.003603 0.0 -0.1 0.0
O -2.756313 1.781987 -0.809514 0.0 0.1 0.0
C -2.391155 1.086064 1.719683 0.0 -0.1 0.0
C -1.683425 0.497310 2.775518 0.0 0.0 0.0
C -2.232689 0.490993 4.054770 0.0 -0.1 0.0
C -3.475137 1.075912 4.307283 0.0 0.0 0.0
C -4.073316 1.054825 5.685367 0.0 0.0 0.0
C -4.145352 1.675289 3.244634 0.0 0.0 0.0
C -3.622961 1.671488 1.957505 -0.1 0.0 0.0
H 6.283205 0.846069 1.310266 0.0 0.0 0.0
H 6.909854 -0.293554 0.110658 0.0 0.0 0.0
H 6.750980 -0.781086 1.794741 0.0 0.0 0.0
H 3.995431 0.567217 2.231128 0.0 0.0 0.0
H 1.690478 -0.213218 1.798221 0.0 0.0 0.0
H 3.173008 -2.855232 -1.238794 0.0 0.0 0.0
H 5.464696 -2.054033 -0.812786 0.0 0.0 0.0
H -0.105191 -3.338952 -2.416732 0.0 0.0 0.0
H -0.793911 -2.540099 -4.641448 0.0 0.0 0.0
H -1.282681 -0.690513 -6.164475 0.0 0.0 0.0
H -1.427399 1.725289 -6.606559 0.0 0.0 0.0
H -0.837066 3.353789 -4.834081 0.0 0.0 0.0
H -0.095264 2.587844 -2.639000 0.0 0.0 0.0
H 2.628406 0.328878 -2.564874 0.0 0.0 0.0
H 4.885256 1.268525 -2.618502 0.0 0.0 0.0
H 5.542795 3.057547 -1.031001 0.0 0.0 0.0
H 3.918858 3.906021 0.614105 0.0 0.0 0.0
H 1.675712 3.883772 1.584992 0.0 0.0 0.0
H -0.607896 2.969405 1.654760 0.0 0.0 0.0
H -0.680193 0.109947 2.612476 0.0 0.1 0.0
H -1.669553 0.057819 4.873766 0.0 0.0 0.0
H -3.301580 1.035587 6.453414 0.0 0.0 0.0
H -4.696846 0.168760 5.819597 0.0 0.0 0.0
H -4.703693 1.926808 5.850777 0.0 0.0 0.0
H -5.103677 2.147291 3.423071 0.0 0.0 0.0
H -4.163489 2.106854 1.126109 0.0 0.0 0.0
Cl -5.289698 -4.604597 -0.071809 0.0 0.0 0.0
C -5.090645 -3.099151 -0.996607 0.0 0.2 -0.2
Cl -6.585771 -2.187236 -1.122915 0.1 0.0 0.0
C -4.002686 -2.329247 -0.264431 -0.1 0.1 0.3
O -4.306562 -1.560544 0.693620 0.2 -0.2 0.2
O -2.794798 -2.587469 -0.529266 0.0 -0.1 0.2
H -4.754948 -3.360057 -1.994087 0.0 0.0 0.0
C -1.969106 -4.205605 2.474236 -0.1 0.3 0.1
H -1.071496 -4.286229 3.100220 0.0 0.0 0.0
H -1.792257 -4.834416 1.590674 0.0 0.0 0.0
H -2.785543 -4.681517 3.025006 0.0 0.0 0.0
```
Forces are in eV/Å.

---

Question: Look up the total energy of the second one.
Answer: -6963.2214 Ha